Computed, not measured: a molecular structure, C30H28ClMgN7O4Si at a distorted geometry, with ωB97M-V/def2-TZVPD.

Structure (ORCA input):
```
! wB97M-V def2-TZVPD RIJCOSX def2/J DEFGRID3
* xyz 0 1
H 2.97 -0.35 2.23
N -6.31 -1.70 -0.58
H -2.43 1.58 -1.12
H 0.29 3.92 3.23
H -3.08 -2.49 2.06
C -2.73 -2.48 1.03
H -8.18 -2.97 -4.26
C 3.09 1.65 -0.31
O -0.46 1.96 0.27
C 3.43 -1.06 -1.65
C 2.58 2.51 -1.30
H 3.16 -2.13 -1.66
C 4.28 3.57 0.61
O 0.27 3.58 1.64
N -7.62 -1.32 -0.61
H -4.01 -3.95 -3.91
C 0.02 0.36 4.46
C -6.10 -3.53 -4.21
C 0.57 -2.59 2.29
C -5.99 -2.36 -1.73
H 1.00 -2.00 1.49
C -2.91 0.72 -0.67
H -0.96 -2.27 5.29
C -5.52 -1.37 0.58
H 1.89 2.11 -2.04
Mg 0.03 0.13 -0.09
C -0.50 -2.73 4.43
H 0.11 -5.83 3.19
H 4.03 5.44 -0.42
C -3.04 -1.19 0.36
C -7.17 -2.37 -2.45
C 2.92 3.85 -1.35
C -0.13 2.88 4.80
C 0.60 -3.97 2.21
H 1.04 -4.44 1.34
H -6.15 -0.73 1.19
C -0.04 1.64 3.95
N -8.15 -1.71 -1.71
H 2.51 4.49 -2.12
C 3.95 2.22 0.65
H -1.66 -2.63 1.04
H 3.16 -0.65 -2.63
N -0.07 0.15 2.25
C 3.34 -0.85 1.32
H -6.11 -4.00 -5.18
H 4.95 3.98 1.36
H 4.51 -0.98 -1.54
H 4.36 1.60 1.44
H -5.27 -2.26 1.15
C -0.46 -4.12 4.35
H -5.10 1.10 -0.67
C 0.03 -1.96 3.40
C -0.10 2.43 1.41
H -3.19 -3.33 0.51
N -4.30 -0.70 0.22
C -4.22 0.52 -0.44
H 3.16 -1.92 1.44
C -4.89 -3.50 -3.47
C 0.09 -4.75 3.24
O -0.44 2.80 5.96
C -7.25 -2.96 -3.71
H 4.42 -0.70 1.28
O 0.15 4.03 4.22
N -0.01 -0.52 3.42
Si 2.55 -0.16 -0.25
N -2.17 -0.34 -0.16
H -3.87 -2.89 -1.69
C -4.80 -2.92 -2.23
C 3.77 4.38 -0.39
C -0.10 1.44 2.56
Cl 0.21 -0.09 6.08
H -0.87 -4.70 5.16
*
```

E_tot   -2794.16301 hartree
Energy above the lowest of the compared OMol25 structures with the same formula, charge and spin   17.2 kcal per mole
HOMO   -7.64 eV

Atomic partial charges in e from the Löwdin method, atoms 1 to 8: 0.025, -0.061, 0.111, 0.068, 0.097, 0.014, 0.117, -0.318